Record 1
Here is one molecule with the formula C16H17NO3 from the Open Molecules 2025 dataset. Energies are from ωB97M-V with the def2-TZVPD basis set.

Output
Energy above the lowest of the compared OMol25 structures with the same formula, charge and spin ... 24.01 kcal per mole
Lowest unoccupied orbital energy ... 0.021 Eh
E_tot ... -900.35530 hartree
SMILES string ... COc1ccc(C(=O)CNc2ccccc2CO)cc1
Highest occupied orbital energy ... -0.296 Eh
Kohn-Sham gap ... 8.6 eV

Cartesian coordinates (Å):
C1 3.754 -1.180 1.077
O1 3.021 -1.326 -0.117
C2 1.675 -1.494 -0.041
C3 0.940 -1.539 1.139
C4 -0.437 -1.631 1.086
C5 -1.107 -1.645 -0.133
C6 -2.583 -1.518 -0.131
O2 -3.317 -2.176 0.564
C7 -3.124 -0.401 -1.036
N1 -2.197 0.681 -1.287
C8 -1.416 1.181 -0.253
C9 -1.926 1.220 1.047
C10 -1.184 1.729 2.093
C11 0.090 2.218 1.868
C12 0.600 2.199 0.584
C13 -0.127 1.687 -0.481
C14 0.518 1.697 -1.850
O3 1.924 1.659 -1.810
C15 -0.363 -1.670 -1.312
C16 1.011 -1.612 -1.266
H1 4.787 -1.032 0.770
H2 3.415 -0.310 1.648
H3 3.686 -2.077 1.701
H4 1.425 -1.489 2.100
H5 -1.013 -1.645 1.998
H6 -4.042 -0.019 -0.575
H7 -3.411 -0.847 -1.992
H8 -1.703 0.603 -2.162
H9 -2.917 0.841 1.241
H10 -1.606 1.743 3.087
H11 0.678 2.616 2.681
H12 1.590 2.586 0.387
H13 0.151 0.858 -2.463
H14 0.269 2.628 -2.372
H15 2.201 0.854 -1.356
H16 -0.863 -1.757 -2.266
H17 1.602 -1.633 -2.169

Force components x, y, z for each atom (eV/Å):
C 0.15 0.05 0.24
O -0.19 -0.03 -0.32
C -0.28 -0.04 -0.09
C 0.38 -0.02 0.05
C -0.20 -0.05 -0.32
C 0.40 -0.46 0.23
C -0.06 0.14 -0.14
O -0.01 0.07 0.02
C -0.31 0.13 0.13
N 0.11 -0.04 -0.51
C 0.07 0.44 0.26
C -0.10 0.00 -0.11
C 0.05 0.00 0.05
C 0.03 0.03 0.14
C -0.02 0.00 0.00
C 0.11 -0.06 -0.13
C -0.35 -0.02 -0.14
O 0.34 0.02 0.02
C -0.09 -0.07 0.27
C 0.24 0.02 0.07
H -0.06 -0.01 0.08
H 0.00 -0.04 -0.01
H -0.02 0.03 -0.02
H 0.08 0.03 0.09
H -0.06 0.03 0.09
H 0.04 -0.20 -0.05
H -0.02 0.05 0.03
H -0.08 -0.02 0.10
H -0.16 -0.05 0.03
H -0.05 -0.01 0.08
H 0.04 0.05 0.07
H 0.06 0.01 -0.02
H -0.03 0.15 0.07
H -0.03 -0.14 -0.02
H -0.04 -0.04 0.00
H -0.04 0.06 -0.13
H 0.07 -0.01 -0.12

---

Record 2
Here is C16H17NO4 as an isolated structure at a distorted geometry from the Open Molecules 2025 dataset. Energies are from ωB97M-V with the def2-TZVPD basis set.

Output
Energy above the lowest of the compared OMol25 structures with the same formula, charge and spin ... 328.06 kcal per mole
Lowest unoccupied orbital energy ... -0.008 Eh
E_tot ... -975.13707 hartree
Highest occupied orbital energy ... -0.296 Eh
Kohn-Sham gap ... 7.8 eV

Cartesian coordinates (Å):
O1 -4.384 -3.024 -5.388
C1 -4.945 -1.985 -5.359
O2 -5.941 -1.680 -6.120
H1 -6.090 -2.196 -6.753
C2 -4.418 -0.768 -4.365
C3 -3.542 -1.393 -3.101
C4 -2.758 -0.246 -2.377
O3 -2.587 0.735 -2.982
N1 -1.800 -0.882 -1.536
C5 -1.010 -0.154 -0.760
C6 -0.210 -1.107 0.317
C7 0.824 -0.391 1.054
C8 0.956 1.221 0.806
C9 0.161 1.691 0.018
C10 -0.650 1.195 -0.913
H2 -1.338 1.810 -1.420
H3 0.278 2.992 -0.121
C11 1.853 1.801 1.824
C12 2.730 1.070 2.547
C13 3.621 2.022 3.492
O4 3.796 3.282 3.203
C14 4.607 1.342 4.531
C15 5.202 -0.062 4.103
C16 4.159 0.165 5.314
H4 4.782 -0.013 6.022
H5 3.191 -0.250 4.952
H6 6.225 0.081 4.249
H7 4.947 -0.627 3.114
H8 5.237 2.184 4.932
H9 2.680 0.172 2.857
H10 1.996 2.701 1.593
H11 1.307 -0.889 1.686
H12 -0.481 -2.036 0.321
H13 -1.969 -1.729 -1.335
H14 -4.070 -1.950 -2.366
H15 -2.887 -2.418 -3.610
H16 -3.891 -0.109 -4.855
H17 -5.583 -0.553 -3.572

Force components x, y, z for each atom (eV/Å):
O 0.83 -1.94 -0.09
C 2.47 2.44 2.65
O 0.06 8.55 7.32
H -1.77 -7.33 -8.16
C -6.50 -7.27 6.67
C 0.46 -1.59 -3.33
C 1.73 -7.02 -2.51
O 0.04 4.49 -0.20
N -1.58 8.83 -2.60
C 5.05 -1.19 3.59
C 2.90 11.56 -1.03
C -7.86 4.37 -8.48
C 5.88 -10.22 9.37
C -2.56 11.30 -5.17
C -3.78 -4.33 -0.59
H -0.10 0.67 -1.02
H -0.39 -3.60 0.64
C -0.35 -8.13 -1.11
C 0.57 9.82 1.09
C 2.01 2.74 -2.21
O -1.14 -5.65 1.61
C -1.68 1.65 -2.47
C -2.76 1.35 -1.27
C -1.47 0.20 -7.43
H 2.25 -1.47 5.87
H 0.80 0.13 1.54
H 1.52 -0.77 0.72
H 0.12 1.52 2.00
H -0.38 -1.44 -0.23
H -0.45 -6.47 1.42
H 1.41 7.82 -0.55
H 4.32 -3.67 5.26
H -1.23 -5.50 0.43
H -1.56 -7.73 1.96
H -1.37 -0.31 0.35
H -1.08 3.54 1.52
H 2.06 4.17 -2.33
H 3.50 0.47 -3.21

---

Record 3
Here is C16H17NO4S as an isolated structure at a distorted geometry from the Open Molecules 2025 dataset. Energies are from ωB97M-V with the def2-TZVPD basis set.

Output
Energy above the lowest of the compared OMol25 structures with the same formula, charge and spin ... 352.21 kcal per mole
Lowest unoccupied orbital energy ... -0.050 Eh
E_tot ... -1373.27796 hartree
Highest occupied orbital energy ... -0.313 Eh
Kohn-Sham gap ... 7.1 eV

Cartesian coordinates (Å):
C1 1.578 -2.698 1.190
H1 1.870 -1.699 1.405
C2 -0.085 -2.803 1.506
N1 -0.795 -1.732 0.728
C3 -1.075 -0.235 1.167
C4 -0.124 0.249 2.090
C5 -0.222 1.558 2.478
C6 -1.531 2.282 1.726
C7 -2.269 1.673 0.735
C8 -2.011 0.323 0.516
H2 -2.639 -0.307 -0.428
H3 -3.057 2.204 0.165
H4 -1.662 3.441 2.153
C9 0.380 2.047 3.482
H5 0.518 3.252 3.232
H6 1.457 1.590 3.669
H7 -0.108 2.222 4.585
H8 0.663 -0.347 2.595
S1 -1.267 -2.277 -0.903
O1 -0.246 -3.414 -1.239
O2 -2.606 -2.223 -1.133
C10 -0.390 -0.877 -1.986
C11 0.704 -0.347 -1.666
C12 1.289 0.747 -2.403
C13 0.083 1.332 -3.560
C14 -0.954 0.717 -3.617
C15 -1.305 -0.165 -2.776
H9 -2.394 -0.882 -3.147
H10 -1.373 1.159 -4.476
H11 0.751 2.154 -3.906
C16 2.359 1.423 -2.173
O3 2.803 2.496 -2.781
O4 3.079 0.899 -1.056
H12 3.960 1.525 -0.877
H13 1.333 -0.570 -0.797
H14 -0.385 -3.860 1.124
H15 -0.307 -2.414 2.482
H16 1.907 -3.079 0.149
H17 2.068 -3.364 1.743

Force components x, y, z for each atom (eV/Å):
C -3.94 0.48 -3.03
H 0.53 0.74 -0.09
C 2.56 0.62 -2.92
N -1.33 -0.24 -2.18
C 5.23 -7.69 0.91
C 0.13 0.73 0.46
C -10.64 -4.39 -10.02
C 3.05 2.08 2.73
C 0.14 1.85 1.21
C -5.63 0.45 -5.84
H 1.86 2.29 3.49
H 0.58 -0.31 0.62
H 0.12 -3.22 -1.58
C 7.26 8.58 10.24
H 0.30 -2.64 0.78
H -2.14 0.98 -0.25
H 0.65 -1.07 -2.69
H -0.73 0.05 -0.73
S 13.41 0.34 0.70
O -4.56 2.84 1.48
O -5.95 -0.89 -1.03
C -10.09 -2.48 -0.01
C 9.82 4.79 1.80
C -12.89 -4.15 -3.83
C 17.85 4.59 5.54
C -6.06 1.97 -5.68
C -5.23 -10.70 1.78
H 3.16 2.55 1.74
H -2.82 -0.33 -0.93
H -1.85 -0.37 -1.02
C 9.61 7.59 1.33
O -1.95 -4.58 2.39
O 2.63 3.05 -0.73
H -3.57 -2.22 -1.06
H -0.43 -0.86 -0.22
H 0.02 2.03 1.35
H 0.14 -1.14 0.98
H -1.21 1.23 1.23
H 1.95 -2.53 3.08

---

Record 4
Here is one molecule with the formula C16H17NO5S2 from the Open Molecules 2025 dataset. Energies are from ωB97M-V with the def2-TZVPD basis set.

Output
Energy above the lowest of the compared OMol25 structures with the same formula, charge and spin ... 0.00 kcal per mole
Lowest unoccupied orbital energy ... 0.019 Eh
E_tot ... -1847.22042 hartree
SMILES string ... COC(=O)COc1ccc(S(=O)(=O)Nc2ccccc2SC)cc1
Highest occupied orbital energy ... -0.313 Eh
Kohn-Sham gap ... 9.0 eV

Cartesian coordinates (Å):
C1 -5.634 2.831 0.540
O1 -5.749 1.497 0.051
C2 -4.900 0.608 0.568
O2 -4.055 0.860 1.379
C3 -5.165 -0.778 -0.019
O3 -4.242 -1.733 0.428
C4 -2.933 -1.606 0.090
C5 -2.425 -0.677 -0.815
C6 -1.070 -0.667 -1.099
C7 -0.232 -1.577 -0.490
S1 1.511 -1.525 -0.832
O4 2.097 -2.798 -0.512
O5 1.748 -0.967 -2.128
N1 2.038 -0.434 0.345
C8 2.908 0.609 0.034
C9 2.574 1.543 -0.939
C10 3.431 2.591 -1.220
C11 4.621 2.735 -0.525
C12 4.963 1.810 0.445
C13 4.123 0.743 0.710
S2 4.596 -0.477 1.929
C14 5.097 -1.828 0.809
C15 -0.722 -2.508 0.408
C16 -2.070 -2.525 0.696
H1 -6.359 3.419 -0.015
H2 -5.853 2.860 1.609
H3 -4.623 3.208 0.377
H4 -6.140 -1.121 0.339
H5 -5.205 -0.711 -1.114
H6 -3.066 0.044 -1.297
H7 -0.655 0.034 -1.805
H8 2.334 -0.931 1.180
H9 1.646 1.427 -1.475
H10 3.163 3.306 -1.983
H11 5.282 3.560 -0.739
H12 5.888 1.899 0.995
H13 5.852 -1.453 0.125
H14 5.517 -2.603 1.442
H15 4.240 -2.215 0.264
H16 -0.040 -3.213 0.855
H17 -2.488 -3.238 1.389

Force components x, y, z for each atom (eV/Å):
C 0.15 0.27 0.21
O -0.21 -0.25 -0.27
C 0.08 -0.20 0.04
O -0.04 0.01 0.04
C -0.03 0.16 -0.01
O 0.02 0.03 0.09
C 0.43 -0.14 -0.06
C -0.20 -0.06 0.07
C 0.01 0.00 -0.06
C 0.60 -0.04 -0.22
S 0.12 0.04 0.47
O -0.36 -0.01 0.21
O -0.25 0.25 0.09
N -0.49 -0.73 -0.38
C 0.41 0.67 -0.44
C 0.04 0.06 0.07
C -0.04 -0.02 -0.01
C 0.08 0.08 0.01
C -0.04 0.14 -0.12
C -0.01 -0.58 0.45
S 0.01 0.04 -0.19
C -0.12 0.34 0.14
C -0.05 -0.09 0.03
C -0.20 0.17 -0.07
H 0.03 -0.04 0.02
H 0.01 0.02 -0.08
H -0.10 -0.01 0.01
H 0.11 0.10 -0.12
H 0.00 0.00 0.13
H -0.06 0.06 -0.05
H -0.04 0.13 -0.11
H -0.02 -0.13 0.06
H -0.10 0.07 -0.06
H -0.03 0.06 -0.07
H 0.05 0.08 -0.02
H 0.08 -0.01 0.04
H 0.07 -0.06 -0.04
H 0.04 -0.11 0.01
H 0.07 -0.06 -0.01
H 0.00 -0.14 0.10
H -0.03 -0.09 0.08